1.
# C33H88CdIO11

A molecular structure, C33H88CdIO11 (ωB97M-V with the def2-TZVPD basis set, OMol25).

Computed properties:
HOMO-LUMO gap: 8.42 eV
Relative energy (zero: lowest compared OMol25 entry of this formula, charge and spin): 0.0 kcal/mol

Geometry as ORCA input:
```
! RIJCOSX wB97M-V def2-TZVPD def2/J DEFGRID3
* xyz 1 1
Cd -2.46 1.34 1.32
I -0.43 -0.08 0.36
C -1.13 1.77 5.26
C -1.08 0.82 4.05
C -0.85 -0.66 4.40
O -2.29 0.95 3.30
H -1.42 2.80 5.07
H -0.18 1.74 5.79
H -1.81 1.34 6.00
H -0.29 1.15 3.38
H -0.54 -1.29 3.57
H -1.54 -1.14 5.09
H 0.09 -0.66 4.95
H -2.94 0.89 4.00
C 5.28 -0.42 -0.15
C 4.50 -1.35 -1.11
C 3.10 -1.61 -0.63
O 4.60 -0.64 -2.31
H 4.91 0.60 -0.15
H 6.33 -0.51 -0.43
H 5.28 -0.66 0.91
H 5.07 -2.27 -1.19
H 3.01 -2.58 -0.15
H 2.47 -1.82 -1.50
H 2.79 -0.87 0.11
H 4.11 -1.11 -2.98
C -4.47 -3.13 -3.09
C -3.34 -2.06 -3.18
C -2.57 -2.04 -4.50
O -4.20 -0.93 -3.15
H -4.06 -4.14 -2.98
H -5.22 -3.11 -3.89
H -5.02 -3.05 -2.15
H -2.67 -2.07 -2.32
H -3.24 -2.05 -5.36
H -1.97 -2.94 -4.40
H -1.86 -1.22 -4.40
H -4.83 -1.06 -3.87
C 3.22 2.69 -1.02
C 2.03 3.63 -1.05
C 1.64 4.13 -2.45
O 0.93 2.96 -0.42
H 3.43 2.23 -0.05
H 4.17 3.07 -1.40
H 3.03 1.86 -1.70
H 2.14 4.49 -0.39
H 0.85 4.86 -2.31
H 1.09 3.42 -3.08
H 2.55 4.54 -2.88
H 0.90 2.05 -0.74
C 0.97 -3.76 2.30
C 0.23 -4.38 3.55
C -1.14 -4.97 3.17
O 1.01 -5.39 4.16
H 1.93 -3.37 2.62
H 0.33 -2.94 1.95
H 1.18 -4.56 1.59
H 0.05 -3.52 4.20
H -1.82 -4.19 2.84
H -1.70 -5.48 3.96
H -0.94 -5.75 2.44
H 1.39 -5.75 3.35
C 0.44 4.32 2.88
C -0.83 4.40 2.10
C -0.70 5.51 1.06
O -1.10 3.22 1.39
H 0.45 3.40 3.46
H 0.56 5.17 3.56
H 1.24 4.32 2.14
H -1.71 4.55 2.73
H -1.47 5.41 0.30
H 0.25 5.37 0.54
H -0.69 6.45 1.60
H -0.46 3.16 0.68
C -6.07 -1.23 1.99
C -4.61 -1.05 2.13
C -3.89 -2.38 1.82
O -4.06 -0.07 1.25
H -6.31 -1.64 1.00
H -6.58 -0.27 2.05
H -6.53 -1.88 2.74
H -4.45 -0.71 3.15
H -3.91 -2.56 0.74
H -4.41 -3.21 2.28
H -2.90 -2.34 2.28
H -4.80 0.09 0.66
C 2.02 0.16 -4.10
C 2.18 -0.96 -5.17
C 3.11 -0.63 -6.36
O 2.87 -1.94 -4.48
H 1.34 -0.18 -3.31
H 1.72 1.11 -4.55
H 2.99 0.39 -3.66
H 1.26 -1.43 -5.50
H 4.10 -0.25 -6.11
H 2.67 0.19 -6.94
H 3.22 -1.44 -7.08
H 2.27 -2.42 -3.91
C -2.36 1.88 -2.89
C -2.93 2.73 -1.75
C -4.14 3.63 -2.10
O -3.24 1.74 -0.75
H -2.68 2.19 -3.89
H -2.63 0.83 -2.82
H -1.28 1.99 -2.93
H -2.10 3.21 -1.24
H -4.98 3.09 -2.53
H -3.88 4.36 -2.87
H -4.54 4.24 -1.29
H -4.15 1.52 -0.97
C 0.17 -4.13 -0.93
C 0.77 -4.65 -2.19
C 0.05 -5.67 -2.91
O 0.79 -3.50 -2.97
H 0.84 -3.43 -0.43
H -0.03 -5.00 -0.31
H -0.74 -3.63 -1.23
H 1.74 -4.98 -1.81
H 0.26 -5.81 -3.97
H -1.01 -5.41 -2.88
H 0.28 -6.63 -2.45
H 1.09 -2.80 -2.38
C 3.54 3.55 4.91
C 4.44 3.51 3.75
C 4.05 2.47 2.70
O 4.51 4.79 3.21
H 2.49 3.81 4.91
H 3.89 4.25 5.66
H 3.51 2.56 5.37
H 5.33 3.30 4.35
H 3.96 1.52 3.22
H 4.82 2.49 1.93
H 3.10 2.67 2.21
H 5.25 4.89 2.60
*
```

These are the Löwdin partial charges, in e, on atoms 1 to 2: atom 1 (Cd): 1.189, atom 2 (I): 0.211

2.
# C33H88O11

11 unconnected molecules or ions with the total composition C33H88O11 (ωB97M-V with the def2-TZVPD basis set, OMol25).

Computed properties:
Expectation value of S²: 0.7557
HOMO-LUMO gap (alpha / beta): 9.20 / 2.28 eV
Relative energy (zero: lowest compared OMol25 entry of this formula, charge and spin): 68.9 kcal/mol

Geometry as ORCA input:
```
! RIJCOSX wB97M-V def2-TZVPD def2/J DEFGRID3
* xyz 1 2
C 21.05 -15.22 14.21
C 19.72 -14.48 14.06
C 18.78 -14.62 15.31
O 19.98 -13.14 13.65
H 21.33 -15.06 15.25
H 21.83 -14.88 13.53
H 21.03 -16.30 14.05
H 19.15 -14.95 13.26
H 18.66 -15.68 15.54
H 17.77 -14.24 15.13
H 19.29 -14.10 16.11
H 20.35 -12.64 14.38
C 17.01 -20.21 13.79
C 15.70 -20.15 14.66
C 15.80 -20.78 16.09
O 15.33 -18.78 14.83
H 16.85 -19.83 12.78
H 17.49 -21.19 13.81
H 17.80 -19.60 14.22
H 14.85 -20.59 14.13
H 15.68 -21.86 16.14
H 15.20 -20.30 16.86
H 16.80 -20.73 16.52
H 14.42 -18.79 15.14
C 23.71 -26.05 19.97
C 23.76 -24.78 19.11
C 23.13 -23.58 19.85
O 25.05 -24.57 18.65
H 23.50 -25.80 21.01
H 24.60 -26.66 20.08
H 22.98 -26.80 19.65
H 23.17 -25.05 18.23
H 23.84 -23.20 20.58
H 22.15 -23.87 20.23
H 22.99 -22.67 19.27
H 25.34 -25.38 18.22
C 18.16 -25.57 17.69
C 17.93 -24.13 17.23
C 18.12 -23.91 15.69
O 16.65 -23.72 17.59
H 19.21 -25.83 17.55
H 17.36 -26.25 17.41
H 17.94 -25.50 18.76
H 18.61 -23.39 17.66
H 17.43 -24.48 15.06
H 19.08 -24.28 15.35
H 17.99 -22.90 15.30
H 16.66 -23.27 18.44
C 21.35 -21.14 11.52
C 21.04 -21.94 10.31
C 19.55 -22.21 10.31
O 21.31 -21.17 9.14
H 20.81 -20.20 11.67
H 22.38 -20.87 11.31
H 21.47 -21.78 12.39
H 21.55 -22.90 10.36
H 19.29 -22.54 11.32
H 19.17 -23.01 9.68
H 18.94 -21.32 10.24
H 21.19 -20.26 9.40
C 19.66 -17.19 11.40
C 20.06 -17.86 10.12
C 19.72 -17.03 8.86
O 21.41 -17.96 10.24
H 19.93 -17.73 12.30
H 18.58 -17.04 11.46
H 20.10 -16.21 11.56
H 19.43 -18.75 10.09
H 20.41 -16.19 8.81
H 18.67 -16.76 8.90
H 19.85 -17.71 8.02
H 21.64 -17.03 10.16
C 24.51 -16.60 11.73
C 24.60 -17.54 12.93
C 25.16 -16.77 14.19
O 23.27 -18.01 13.26
H 25.41 -15.99 11.61
H 23.77 -15.85 12.01
H 24.26 -16.99 10.75
H 25.14 -18.42 12.58
H 25.48 -17.38 15.03
H 24.45 -16.06 14.61
H 26.08 -16.21 14.02
H 22.94 -18.25 12.40
C 20.50 -17.58 18.13
C 21.88 -17.63 18.77
C 23.02 -16.77 18.12
O 21.56 -17.14 20.08
H 19.93 -16.69 18.38
H 19.98 -18.44 18.54
H 20.66 -17.56 17.05
H 22.13 -18.69 18.77
H 23.93 -16.63 18.70
H 22.63 -15.81 17.80
H 23.45 -17.37 17.32
H 22.24 -17.51 20.65
C 20.79 -19.96 15.08
C 21.77 -20.80 15.81
C 21.27 -22.02 16.53
O 22.66 -21.11 14.75
H 20.08 -19.47 15.74
H 20.21 -20.62 14.44
H 21.09 -19.15 14.42
H 22.29 -20.14 16.50
H 20.38 -22.38 16.00
H 21.00 -21.65 17.52
H 21.99 -22.81 16.76
H 23.01 -20.25 14.52
C 19.54 -22.34 21.10
C 18.70 -23.59 21.50
C 18.15 -23.38 22.91
O 17.65 -23.73 20.54
H 19.01 -21.41 21.30
H 19.91 -22.46 20.09
H 20.44 -22.13 21.67
H 19.40 -24.40 21.36
H 18.89 -23.26 23.70
H 17.49 -24.20 23.18
H 17.62 -22.44 23.06
H 17.19 -24.50 20.89
C 27.84 -22.31 15.02
C 26.45 -21.92 15.50
C 26.32 -20.63 16.35
O 25.66 -21.82 14.33
H 27.93 -23.29 14.55
H 28.45 -22.32 15.93
H 28.30 -21.47 14.49
H 26.04 -22.78 16.03
H 26.36 -19.74 15.73
H 27.00 -20.54 17.19
H 25.34 -20.66 16.82
H 24.77 -21.69 14.66
*
```

These are the Löwdin partial charges, in e, on atoms 1 to 2: atom 1 (C): -0.066, atom 2 (C): -0.479

3.
# C33H88O33S11

11 unconnected molecules or ions with the total composition C33H88O33S11 (ωB97M-V with the def2-TZVPD basis set, OMol25).

Computed properties:
Expectation value of S²: 0.7574
HOMO-LUMO gap (alpha / beta): 8.60 / 1.42 eV
Relative energy (zero: lowest compared OMol25 entry of this formula, charge and spin): 37.9 kcal/mol

Geometry as ORCA input:
```
! RIJCOSX wB97M-V def2-TZVPD def2/J DEFGRID3
* xyz 1 2
O 3.86 5.20 4.54
S 4.78 4.05 4.73
O 6.23 4.33 4.72
O 4.44 3.38 6.22
C 5.28 2.50 6.89
C 4.53 1.92 8.12
C 4.35 2.68 3.58
H 6.15 3.04 7.26
H 5.65 1.67 6.28
H 4.03 2.73 8.65
H 5.11 1.36 8.86
H 3.72 1.28 7.76
H 3.41 2.19 3.82
H 5.08 1.90 3.78
H 4.45 2.87 2.51
O -3.57 -4.36 -1.64
S -3.76 -3.24 -2.57
O -2.65 -2.55 -3.28
O -4.96 -3.61 -3.68
C -4.98 -2.85 -4.94
C -6.37 -3.03 -5.45
C -4.65 -1.88 -1.58
H -4.25 -3.28 -5.63
H -4.83 -1.78 -4.86
H -6.68 -4.08 -5.49
H -6.45 -2.48 -6.39
H -7.12 -2.52 -4.85
H -4.06 -1.75 -0.67
H -5.71 -2.11 -1.41
H -4.73 -0.91 -2.07
O 1.29 3.73 2.35
S 1.29 5.09 1.78
O 2.49 5.76 1.23
O 0.14 5.18 0.57
C -1.28 4.88 0.87
C -1.72 4.07 -0.39
C 0.51 6.11 3.12
H -1.88 5.79 0.91
H -1.58 4.36 1.78
H -1.32 3.06 -0.25
H -1.48 4.60 -1.31
H -2.79 3.89 -0.49
H 1.22 6.42 3.89
H -0.22 5.42 3.52
H 0.01 6.95 2.63
O -1.88 -1.43 -0.57
S -0.95 -0.37 -0.92
O -1.53 0.93 -1.30
O 0.08 -0.14 0.39
C -0.55 0.42 1.58
C 0.43 0.36 2.71
C 0.34 -0.91 -2.21
H -1.41 -0.16 1.88
H -0.86 1.45 1.39
H -0.04 0.70 3.63
H 1.23 1.07 2.48
H 0.90 -0.60 2.95
H 1.04 -0.09 -2.39
H -0.24 -1.15 -3.09
H 0.84 -1.78 -1.79
O 1.11 1.09 -6.71
S 0.96 -0.37 -6.79
O 0.37 -1.08 -5.60
O 0.07 -0.74 -8.15
C -0.46 0.27 -8.93
C -1.33 -0.36 -10.08
C 2.58 -1.34 -7.38
H 0.33 0.89 -9.36
H -1.17 0.86 -8.35
H -0.75 -1.08 -10.65
H -1.70 0.37 -10.79
H -2.25 -0.79 -9.69
H 2.65 -1.13 -8.44
H 2.43 -2.41 -7.30
H 3.44 -1.14 -6.73
O 3.15 -3.12 -4.92
S 3.12 -3.55 -3.52
O 3.06 -2.62 -2.40
O 1.92 -4.65 -3.33
C 1.39 -4.90 -1.99
C -0.15 -5.07 -2.13
C 4.52 -4.71 -3.14
H 1.40 -4.15 -1.20
H 1.94 -5.72 -1.54
H -0.52 -5.36 -1.14
H -0.46 -5.87 -2.80
H -0.78 -4.21 -2.33
H 4.37 -4.99 -2.10
H 5.46 -4.18 -3.28
H 4.45 -5.55 -3.83
O 2.64 4.39 -2.16
S 2.49 2.91 -2.11
O 1.15 2.29 -2.41
O 3.68 2.17 -2.97
C 3.43 0.81 -3.22
C 4.51 0.24 -4.09
C 2.98 2.40 -0.36
H 2.52 0.73 -3.82
H 3.26 0.24 -2.31
H 4.48 -0.85 -4.17
H 5.51 0.50 -3.74
H 4.30 0.62 -5.09
H 4.04 2.58 -0.18
H 2.79 1.34 -0.18
H 2.31 3.02 0.25
O -8.04 -3.90 2.54
S -6.93 -3.46 1.70
O -6.99 -2.21 0.98
O -5.53 -3.63 2.66
C -4.36 -2.94 2.24
C -3.21 -3.04 3.32
C -6.56 -4.91 0.55
H -4.39 -1.89 1.94
H -3.94 -3.36 1.32
H -3.57 -2.80 4.31
H -2.25 -2.61 3.02
H -3.05 -4.11 3.41
H -7.42 -5.14 -0.09
H -6.29 -5.83 1.07
H -5.66 -4.68 0.00
O -1.45 2.55 6.61
S -0.45 3.59 6.52
O -0.72 4.84 5.78
O 0.02 3.91 8.08
C -0.86 4.75 8.74
C -0.36 5.17 10.12
C 1.14 2.92 5.72
H -1.79 4.20 8.86
H -1.13 5.64 8.18
H -1.14 5.22 10.88
H -0.01 6.19 9.98
H 0.56 4.70 10.48
H 1.42 2.04 6.30
H 1.88 3.71 5.85
H 0.91 2.76 4.67
O -4.09 1.07 -8.86
S -4.68 0.92 -7.49
O -5.22 -0.31 -7.07
O -3.60 1.46 -6.34
C -2.76 0.49 -5.68
C -3.05 0.52 -4.19
C -5.87 2.22 -7.27
H -1.70 0.63 -5.86
H -2.98 -0.52 -6.03
H -2.46 -0.25 -3.70
H -4.11 0.31 -4.06
H -2.88 1.53 -3.79
H -6.10 2.24 -6.21
H -6.65 2.02 -8.01
H -5.19 3.03 -7.53
O 3.86 -0.16 4.94
S 3.41 -1.58 5.23
O 2.49 -2.34 4.34
O 4.81 -2.52 5.25
C 4.68 -3.93 5.64
C 6.01 -4.60 5.86
C 2.82 -1.78 7.00
H 4.12 -4.39 4.82
H 4.22 -4.00 6.62
H 6.81 -4.05 6.36
H 6.60 -4.77 4.96
H 5.88 -5.57 6.34
H 3.67 -1.61 7.65
H 2.41 -2.78 7.17
H 2.08 -0.99 7.11
*
```

These are the Löwdin partial charges, in e, on atoms 1 to 2: atom 1 (O): -0.316, atom 2 (S): 0.720